{
  "formula": "H31O15",
  "method": "ωB97M-V with the def2-TZVPD basis set",
  "symbols": ["O", "H", "H", "O", "H", "H", "O", "H", "H", "O", "H", "H", "O", "H", "H", "O", "H", "H", "O", "H", "H", "O", "H", "H", "O", "H", "H", "O", "H", "O", "H", "H", "O", "H", "H", "O", "H", "H", "O", "H", "H", "O", "H", "H", "H", "H"],
  "xyz": [[2.3521, -3.6060, -2.0627], [4.0312, -0.1271, 3.0797], [2.3052, -3.2398, -2.9250], [-3.6231, -1.6314, -1.8661], [1.6629, 1.7630, 2.4138], [-4.5730, -1.5365, -1.8307], [2.8812, 2.1935, -1.0560], [0.6769, -0.7886, -0.0991], [1.0940, -2.8798, 2.8559], [-3.3385, 2.6470, -0.5061], [-0.9077, -2.4255, -0.7047], [-3.8979, 3.3820, -0.6997], [3.4520, -0.7363, 2.6549], [0.3040, 1.4184, 1.4893], [2.5085, -0.4323, 2.4288], [-3.6207, 0.2154, -0.1930], [2.3109, 1.3333, -1.2050], [3.4370, 2.1195, -0.3045], [0.4442, -1.6490, 0.2892], [-3.3253, 0.4304, 0.6590], [-0.3348, 3.3907, -0.6295], [1.0139, 3.7837, 0.3730], [-3.2439, -0.7459, -2.1554], [-0.4827, 2.8180, -2.0751], [-1.7538, -2.1082, -0.0404], [1.5119, 4.4078, -0.1739], [-0.9995, -2.8046, -2.8722], [3.7655, -0.7264, -0.5967], [1.5953, 2.8706, 0.3608], [1.2571, 1.3744, 1.6489], [-2.5778, -2.0273, -0.6411], [4.4326, -0.8367, 0.1515], [-0.7891, 2.7600, -1.1686], [-1.7084, -1.1771, 0.1142], [-4.3328, 0.7419, -0.4715], [-0.5474, -3.2928, -2.0667], [0.5621, -1.9646, 1.1582], [-1.2228, -4.0117, -2.2092], [0.2151, -3.2432, 2.7753], [2.2423, -2.7124, -1.6627], [-0.8052, 2.3780, 1.9983], [-1.5874, 2.7273, 2.2087], [-1.4162, 3.6709, 2.0220], [-2.4827, 2.9272, -0.8242], [3.1352, -0.5391, 0.0381], [0.3796, -4.1109, 2.3199]],
  "mulliken_charge": [-0.572, 0.308, 0.305, -0.671, 0.284, 0.291, -0.607, 0.236, 0.326, -0.541, 0.562, 0.281, -0.633, 0.251, 0.292, -0.538, 0.302, 0.330, -0.632, 0.227, 0.377, -0.735, 0.356, 0.263, -0.331, 0.314, 0.362, -0.587, 0.420, -0.544, 0.513, 0.350, -0.670, 0.378, 0.278, -0.703, 0.219, 0.373, -0.690, 0.265, 0.249, -0.546, 0.302, 0.401, 0.232, 0.353],
  "charge": 1,
  "multiplicity": 1
}

=====

{
  "formula": "CH3FO3S",
  "method": "ωB97M-V with the def2-TZVPD basis set",
  "symbols": ["C", "O", "O", "O", "F", "S", "H", "H", "H"],
  "xyz": [[1.8998, -0.2469, -0.7573], [-0.8156, 0.8680, -0.5959], [-1.5258, -0.1372, 1.5886], [1.4169, -1.2743, -0.3674], [-3.2048, 0.2474, -0.1083], [-1.5376, -0.2476, -0.0173], [2.0804, 0.5779, -0.1222], [-0.7915, 0.2638, 2.0222], [2.4781, -0.0510, -1.6424]],
  "mulliken_charge": [-0.053, -0.468, -0.434, -0.421, -0.326, 0.861, 0.225, 0.357, 0.258],
  "multiplicity": 1
}

=====

{
  "formula": "C21H35N2O6S2",
  "method": "ωB97M-V with the def2-TZVPD basis set",
  "symbols": ["C", "C", "C", "C", "C", "C", "C", "C", "C", "C", "C", "N", "O", "N", "O", "C", "C", "H", "H", "H", "H", "H", "H", "H", "H", "H", "H", "H", "H", "H", "H", "H", "H", "H", "H", "H", "C", "C", "C", "S", "O", "O", "C", "H", "H", "H", "H", "H", "H", "H", "H", "C", "C", "C", "S", "O", "O", "C", "H", "H", "H", "H", "H", "H", "H", "H"],
  "xyz": [[2.3871, -4.5667, 0.2147], [2.1288, -3.0034, -0.0660], [2.8500, -1.9106, 0.7955], [2.5795, -0.3822, 0.5719], [1.5597, 0.0587, -0.5440], [1.1751, 1.5843, -0.8254], [0.3626, 2.2839, 0.4021], [-0.8497, 1.3479, 0.8878], [-1.9869, 1.1412, -0.2578], [-3.1684, 0.2530, 0.4148], [-3.3950, -1.1675, -0.2955], [-2.2626, -2.1294, -0.1346], [1.3960, 2.4342, 1.4482], [0.8528, 2.7212, 2.6542], [1.1880, 1.7893, 3.3704], [0.8929, -1.0354, -1.4119], [1.1629, -2.5597, -1.1884], [2.0442, -4.7756, 1.2989], [3.4834, -4.8717, 0.1416], [1.6883, -5.1931, -0.4531], [3.5776, -2.2659, 1.5952], [3.1356, 0.3788, 1.2324], [2.1781, 2.1640, -0.8680], [0.6731, 1.7674, -1.8366], [-1.4187, 1.7851, 1.7925], [-0.5298, 0.2820, 1.1989], [-2.4504, 2.1914, -0.4059], [-1.5760, 0.6919, -1.2214], [-2.9319, 0.0386, 1.5267], [-4.1860, 0.8053, 0.3925], [-4.3028, -1.6559, 0.2399], [-3.7142, -1.0805, -1.3986], [-1.8363, -2.0382, 0.7953], [-1.5809, -2.0300, -0.8959], [0.1601, -0.7444, -2.2505], [0.6076, -3.2815, -1.8916], [-3.9589, -5.4950, -4.4870], [-4.6106, -5.7488, -3.1261], [-4.2378, -4.5786, -2.2132], [-3.9789, -3.1705, -3.2857], [-2.5873, -2.7907, -3.2176], [-5.0500, -2.2197, -3.0899], [-4.2532, -4.0386, -4.8208], [-4.3466, -6.1686, -5.2544], [-2.8778, -5.6517, -4.4137], [-5.6984, -5.7912, -3.2455], [-4.2911, -6.7009, -2.6962], [-5.0344, -4.3511, -1.5045], [-3.3067, -4.7697, -1.6770], [-3.6033, -3.6357, -5.5972], [-5.3008, -3.9023, -5.0985], [3.7066, 5.5350, 4.3448], [4.0129, 4.7269, 3.0830], [4.0888, 5.7113, 1.9145], [4.6071, 7.2757, 2.6112], [3.5289, 8.2267, 2.4632], [5.9571, 7.5675, 2.1793], [4.6504, 6.7300, 4.3095], [3.8456, 4.9409, 5.2504], [2.6670, 5.8774, 4.3207], [4.9762, 4.2193, 3.2004], [3.2581, 3.9588, 2.9020], [4.8136, 5.3916, 1.1653], [3.1121, 5.8555, 1.4491], [4.3422, 7.5412, 4.9689], [5.6755, 6.4287, 4.5371]],
  "mulliken_charge": [-1.051, 0.707, -0.582, -0.050, 0.520, -0.873, -1.330, -0.348, -0.091, -0.702, -0.515, -0.406, 0.206, 0.048, -0.338, -0.690, -0.523, 0.257, 0.278, 0.271, 0.257, 0.237, 0.401, 0.344, 0.536, 0.027, 0.345, 0.088, 0.334, 0.314, 0.202, 0.192, 0.275, 0.094, 0.283, 0.207, -0.574, -0.646, -0.644, 1.164, -0.563, -0.682, -0.790, 0.351, 0.290, 0.295, 0.325, 0.353, 0.411, 0.392, 0.334, -0.644, -0.112, -0.644, 1.175, -0.663, -0.691, -0.716, 0.360, 0.317, 0.308, -0.119, 0.376, 0.367, 0.404, 0.342],
  "charge": -1,
  "multiplicity": 1
}

=====

{
  "formula": "C4H9N",
  "method": "ωB97M-V with the def2-TZVPD basis set",
  "symbols": ["C", "C", "N", "C", "C", "H", "H", "H", "H", "H", "H", "H", "H", "H"],
  "xyz": [[-1.0839, 1.1100, 0.6091], [-0.0690, 0.2547, 0.7737], [0.0644, -0.4372, 1.9999], [0.7745, -0.2848, -0.3538], [0.2207, -0.2393, -1.7682], [-1.1326, 1.9272, -0.0894], [-1.9226, 1.0725, 1.3002], [-0.8181, -0.7859, 2.3413], [0.8315, -1.0735, 2.1231], [1.2135, -1.2597, -0.1360], [1.7121, 0.3045, -0.3886], [-0.6882, -0.8437, -1.8522], [-0.1173, 0.7478, -2.0874], [1.0149, -0.4926, -2.4718]],
  "mulliken_charge": [-0.951, 0.638, -0.567, -0.322, -1.194, 0.285, 0.196, 0.188, 0.215, 0.307, 0.249, 0.320, 0.285, 0.350],
  "smiles": "C=C(N)CC",
  "multiplicity": 1
}

=====

Number 1: HOMO -13.469 eV. Number 2: HOMO -10.557 eV. Number 3: HOMO -2.125 eV. Number 4: HOMO -8.028 eV.